No. 1
C33H21AsBrI2KN2O3S | ωB97M-V/def2-TZVPD

Structure (XYZ):
```
65
Properties=species:S:1:pos:R:3:lowdin_charge:R:1
K 1.33533 -0.64652 -1.85340 0.615
S 4.22433 -0.36030 -0.43652 0.424
C 4.51068 -0.73912 1.21588 -0.813
C 5.84794 -1.04487 1.64545 -0.150
C 6.21724 -1.13663 2.97075 -0.138
C 5.26595 -0.96772 3.96951 -0.148
C 3.97387 -0.68626 3.58980 -0.135
C 3.55233 -0.67362 2.22272 -0.467
As 1.79680 -0.35723 1.60506 1.276
C 0.92426 -0.46913 3.35887 -0.382
C 0.07774 0.53471 3.87254 -0.091
C -0.74764 0.24750 4.96388 -0.130
C -0.67903 -0.93574 5.65826 -0.125
C 0.26732 -1.90047 5.22964 -0.101
C 1.07622 -1.66066 4.11827 -0.136
C 1.77832 1.57315 1.41989 -0.401
C 2.63347 2.43526 2.05971 -0.113
C 2.67641 3.79336 1.76438 -0.104
C 1.78783 4.27337 0.85688 -0.106
C 0.88325 3.43656 0.22279 -0.065
C 0.88550 2.08593 0.45904 -0.107
H 6.60410 -1.13725 0.89329 0.070
H 7.29405 -1.34957 3.15652 0.098
H 5.51730 -0.95420 5.04018 0.088
H 3.21537 -0.52974 4.38134 0.092
H -0.00024 1.53186 3.43342 0.099
H -1.48714 0.96983 5.30316 0.093
H -1.41262 -1.23476 6.47457 0.109
H 0.39687 -2.78951 5.81471 0.081
H 1.75948 -2.37887 3.72473 0.089
H 3.36657 2.07484 2.78552 0.105
H 3.32124 4.43543 2.43014 0.115
H 1.81475 5.30151 0.59465 0.087
H 0.19508 3.75664 -0.55163 0.087
H 0.29936 1.38836 -0.07430 0.042
I -0.02979 4.69208 -3.79833 0.891
C -1.49503 3.52979 -3.04077 -0.734
C -2.79437 4.05797 -2.95072 -0.284
C -3.69642 3.27679 -2.30926 -0.671
I -5.64119 4.09660 -2.34536 0.772
C -3.41803 1.97888 -1.76222 -0.215
C -4.32566 1.06350 -1.17563 -0.064
C -3.91126 -0.16032 -0.73906 -0.056
C -2.50924 -0.44170 -0.79704 -0.144
N -1.68562 0.33901 -1.39050 0.114
C -2.12024 1.49658 -1.88856 -0.160
C -1.07898 2.28301 -2.58328 -0.537
O 0.05900 1.79563 -2.68695 -0.149
H -3.09647 5.01854 -3.26220 0.044
H -5.42171 1.34164 -1.16457 0.080
H -4.61438 -0.89390 -0.37583 0.090
H -2.13865 -1.43273 -0.45324 0.118
Br -5.09518 -1.97642 -5.74581 0.729
C -3.80751 -3.19487 -5.15841 -0.718
C -3.83898 -4.45745 -5.68367 -0.205
N -2.93686 -5.42549 -5.29672 0.057
C -1.96844 -4.99547 -4.51392 -0.114
C -1.76327 -3.67110 -4.12589 -0.113
C -2.78496 -2.78812 -4.35771 -0.067
C -0.49530 -3.17086 -3.46826 -0.676
O 0.53877 -3.82258 -3.78175 -0.042
O -0.68186 -2.23506 -2.67160 -0.113
H -4.56717 -4.76126 -6.40409 0.077
H -1.11714 -5.67439 -4.32569 0.120
H -2.73633 -1.75445 -4.06269 0.114
```

Calculated values
Energy relative to the best compared isomer or geometry (same formula, charge and spin) (kJ/mol): 19.6
Electronic energy (eV): -217930.656
Frontier orbital gap (eV): 5.77
Multiplicity: 1
Strongest force on any atom (eV/A): 2.5
Charge: -2
HOMO level (eV): -2.33

---

No. 2
C10H13N4SSe3TeTi | ωB97M-V/def2-TZVPD

Structure (XYZ):
```
33
Properties=species:S:1:pos:R:3:lowdin_charge:R:1
Ti -0.26986 0.09687 -0.06522 0.095
C 5.48511 -0.09848 -1.86508 -0.097
C 4.42342 0.78802 -2.51177 -0.269
N 3.55148 1.44000 -1.55974 -0.045
C 2.59598 0.74735 -0.86819 -0.814
S 1.76527 1.57386 0.43709 0.520
N 2.33137 -0.46994 -1.23282 0.015
N 1.29325 -0.99504 -0.46845 -0.243
C 1.54204 -2.14383 0.19370 -0.308
C 2.76762 -2.96356 -0.06810 -0.044
C 0.66884 -2.32796 1.25773 -0.239
C 0.69605 -3.39014 2.20304 -0.040
C -0.10026 -3.35098 3.30209 -0.109
C -0.97497 -2.24335 3.49297 -0.103
C -1.01797 -1.27229 2.54287 -0.175
N -0.23840 -1.28002 1.42478 -0.088
H 6.07670 -0.61140 -2.62695 0.064
H 5.00091 -0.84759 -1.23926 0.051
H 6.16099 0.49267 -1.24382 0.066
H 3.79977 0.18577 -3.17351 0.104
H 4.89505 1.56604 -3.11582 0.105
H 3.81504 2.32532 -1.16743 0.101
H 3.03879 -2.90153 -1.12065 0.067
H 2.59936 -4.00947 0.19021 0.062
H 3.61912 -2.60218 0.51665 0.080
H 1.37413 -4.21624 2.03493 0.097
H -0.07364 -4.15523 4.02680 0.090
H -1.61438 -2.17536 4.36181 0.087
H -1.70137 -0.43579 2.63281 0.094
Se -1.59572 -1.10230 -1.86748 0.046
Se -3.07161 -0.40774 -0.22280 -0.180
Te -3.58296 1.95459 -0.93951 0.215
Se -1.15790 2.50965 -0.49917 -0.206
```

Calculated values
Energy relative to the best compared isomer or geometry (same formula, charge and spin) (kJ/mol): 0.0
Electronic energy (eV): -253828.707
Frontier orbital gap (spin up / spin down) (eV): 5.50 / 5.51
Multiplicity: 1
Strongest force on any atom (eV/A): 0.5
Charge: -1
HOMO level (spin up / spin down) (eV): -3.00 / -3.01

---

No. 3
C4H9P | ωB97M-V/def2-TZVPD

Structure (XYZ):
```
14
Properties=species:S:1:pos:R:3:lowdin_charge:R:1
C 0.98506 0.03553 1.26777 -0.422
C -1.18858 1.05906 -0.21206 -0.107
C -0.44078 -1.29309 -0.95944 -0.127
C -0.02452 0.06422 -0.52555 -0.329
P 2.47997 0.62967 1.01815 0.757
H 0.57264 -0.67756 1.88371 -0.027
H -1.74135 0.71403 0.56088 0.029
H -1.79785 1.26148 -1.13015 0.092
H -0.76981 1.99568 -0.02923 0.041
H -0.60524 -1.24355 -2.03858 0.084
H 0.32967 -1.98626 -0.59441 0.073
H -1.24709 -1.80650 -0.47472 0.066
H 0.66991 0.60185 -1.11404 0.056
H 2.77796 0.64544 2.34767 -0.186
```

Calculated values
Energy relative to the best compared isomer or geometry (same formula, charge and spin) (kJ/mol): 240.3
Electronic energy (eV): -13578.810
Frontier orbital gap (eV): 9.20
Multiplicity: 1
Strongest force on any atom (eV/A): 6.2
HOMO level (eV): -8.81